# 1
DFT (ωB97M-V/def2-TZVPD) results for a 5-piece molecular cluster, C25H32Br8ClNO5P2S overall in a non-equilibrium geometry.

Structure (ORCA input):
```
! RIJCOSX wB97M-V def2-TZVPD def2/J DEFGRID3
* xyz 0 1
H 0.313 -3.524 -4.866
H -5.982 -4.044 0.083
H 1.030 4.462 6.591
Br -0.498 5.653 8.117
O 2.555 6.735 -0.525
C 2.263 4.001 -0.576
H -5.284 3.000 1.073
C -4.287 2.572 0.977
N 3.458 2.591 -2.068
C -5.787 -6.042 0.919
C 5.791 -4.757 -0.671
C -2.884 0.759 0.335
H 3.182 -1.066 -1.991
H 1.163 5.275 0.760
O -0.138 -0.167 0.986
H -5.037 -6.822 1.008
C 2.311 -4.256 -4.622
H 5.586 -4.992 0.369
Br -7.168 -6.720 -0.273
H -1.213 4.912 5.355
H -4.626 -4.261 1.203
H -5.723 2.005 -1.553
C 1.568 1.688 -0.730
O -5.952 1.065 -1.608
C 3.096 -0.343 -1.178
H 0.988 -0.412 -0.928
O -0.594 4.163 2.691
H 1.421 0.393 -2.407
O -6.828 0.405 0.744
C -1.972 2.780 1.287
C 0.437 3.266 0.717
C -1.828 1.511 0.768
H -3.358 4.317 1.831
H 3.121 1.967 -2.792
C -0.417 0.971 0.668
H 2.389 -4.349 -3.543
H -2.691 -0.227 -0.071
H 2.038 -5.219 -5.048
C -4.147 1.321 0.425
Br -2.544 3.094 6.412
Br 1.545 -1.572 -3.993
H 4.184 -1.052 0.569
H 3.923 0.354 -1.256
H 0.141 3.304 7.599
H 3.048 -2.227 -0.070
H 2.412 -0.856 0.832
P -5.535 0.323 -0.215
H -7.258 1.257 0.567
Br -3.993 -5.007 -1.060
C 0.048 4.181 6.966
Br 4.105 -3.892 -5.287
H 5.270 -6.584 -1.665
C -3.224 3.325 1.416
H -0.485 3.324 5.075
C 1.334 -3.195 -5.048
Br 5.506 -2.844 -0.884
C 4.945 -5.546 -1.631
H 6.848 -4.917 -0.874
C -0.701 3.495 1.679
H 4.316 2.243 -1.665
H -6.281 -5.904 1.878
C 1.272 4.277 0.351
H 1.593 6.629 -0.595
C 2.417 2.742 -1.102
Cl 3.125 5.507 -3.173
C -5.220 -4.737 0.426
P 3.343 5.410 -1.088
C 1.695 0.306 -1.337
H 4.949 -5.134 -2.636
S -5.026 -1.475 -0.665
C 0.587 2.000 0.188
H 1.440 -2.910 -6.090
C -0.913 3.982 5.825
C 3.195 -1.170 0.133
Br 3.086 -5.609 -1.050
*
```

Results
SMILES string: CCCc1c(N)c(P(O)Cl)cc2c1C(=O)c1cc(P(O)(O)=S)ccc1C2=O.BrCCBr.BrCCBr.BrCCBr.BrCCBr
Orbital gap in eV: 7.855
Lowest unoccupied orbital energy in hartree: -0.0425
Energy in hartree: -23536.12092
Energy relative to the best compared isomer or geometry (same formula, charge and spin) in kJ/mol: 0.00

# 2
DFT (ωB97M-V/def2-TZVPD) results for C25H32F4N4ReSSe as an isolated structure in a non-equilibrium geometry.

Structure (ORCA input):
```
! RIJCOSX wB97M-V def2-TZVPD def2/J DEFGRID3
* xyz 2 2
C 3.370 -2.933 4.168
H 5.271 3.332 -1.473
C 3.973 1.616 -1.449
N -1.642 0.285 0.283
H -3.251 -3.839 -5.448
H -2.306 -4.715 -0.624
H -3.275 -5.422 -3.202
C -0.852 -2.648 3.439
F 4.612 0.960 -2.406
C -2.706 -4.537 -3.428
H -1.995 -2.466 0.507
H 4.927 -2.066 2.234
H -1.689 0.491 -2.648
H -2.055 1.572 1.923
H -1.310 -3.639 3.410
H -1.062 1.994 -0.836
C -2.706 -3.751 -4.525
C -1.960 1.390 -0.688
C 1.574 -2.562 2.635
C 0.634 -2.757 3.660
H -3.072 -0.520 1.622
H 2.592 -2.883 7.308
N -1.806 -2.746 -4.275
H -0.643 -4.124 -0.804
H -3.313 0.260 -1.989
F 2.419 -0.172 -1.304
H -1.124 0.108 2.301
H 4.432 -2.992 4.375
C 4.409 2.857 -1.026
H 4.019 -3.663 6.604
H -3.759 -2.459 0.389
C 2.095 1.656 0.128
H -1.108 -5.678 -1.502
C 2.934 -3.596 6.557
H -2.708 2.028 -0.209
C 2.466 -3.192 5.195
H 0.491 1.776 2.451
H -2.787 -2.006 -1.019
H 0.389 -3.232 5.722
C -2.848 -1.952 0.067
C 3.971 -2.358 1.805
H -3.733 -0.001 0.085
H -0.159 2.724 1.122
N 0.929 1.012 0.540
H 2.516 -4.565 6.833
C -2.893 -0.515 0.548
H 3.635 -1.564 1.139
H -1.312 -2.095 4.258
C -1.253 0.914 1.580
H 4.134 -3.257 1.207
S -0.080 -1.769 -2.481
F 2.019 3.546 1.586
C 2.956 -2.618 2.885
F 4.100 4.648 0.448
Se 1.014 -2.573 0.803
N -1.804 -4.004 -2.528
C 2.590 2.891 0.577
H -1.069 -2.137 2.503
C 0.034 1.706 1.463
C -1.261 -2.893 -3.052
C 3.710 3.470 -0.005
H -1.542 -2.023 -4.927
C 2.862 1.051 -0.873
C 1.105 -3.066 4.924
H -2.818 1.836 -2.585
Re 0.294 -0.617 -0.394
C -2.473 0.951 -2.053
C -1.445 -4.666 -1.288
*
```

Results
Orbital gap (spin up / spin down) in eV: 5.908 / 6.197
Lowest unoccupied orbital energy (spin up / spin down) in hartree: -0.2836 / -0.2730
Energy in hartree: -4467.64282
Energy relative to the best compared isomer or geometry (same formula, charge and spin) in kJ/mol: 124.12